Entry 1:
110
Properties=species:S:1:pos:R:3 method="wB97M-V/def2-TZVPD" largest_force_ha_per_bohr=0.0146 homo_lumo_gap_ha=0.32668 smiles="CP(O)[C@]1(CC(=O)c2ccccc2)OC(=O)[C@H](CCC(F)=C(F)F)[C@]1(Cl)CCCCCCCC[Si](C)(C)c1ccccc1.ClCCCl.ClCCCl.ClCCCl" spin_multiplicity=1 e_homo_ev=-9.2 e_tot_ev=-162502.773 lumo_ev=-0.27
C 0.7075 4.0833 2.4388
P -1.0007 4.6313 2.0010
O -0.7392 6.1565 1.4504
C -1.2633 3.6640 0.3906
C -0.3902 4.1067 -0.8286
C 0.7822 3.2410 -1.2840
O 0.5408 2.2755 -1.9736
C 2.2009 3.6129 -1.0044
C 3.1873 2.7435 -1.4708
C 4.5303 3.0331 -1.2940
C 4.9055 4.1998 -0.6398
C 3.9360 5.0680 -0.1588
C 2.5937 4.7773 -0.3438
O -2.6181 4.0849 0.0090
C -3.2453 3.0554 -0.6333
O -4.3565 3.1635 -1.0541
C -2.2978 1.8585 -0.6812
C -3.0042 0.5384 -0.9247
C -2.0931 -0.5511 -1.5097
C -1.7945 -0.3170 -2.9464
F -2.8588 -0.1199 -3.7592
C -0.5923 -0.2627 -3.4898
F 0.5453 -0.4580 -2.8409
F -0.3557 -0.0173 -4.7752
C -1.5290 2.1500 0.6068
Cl -0.0442 1.1518 0.7733
C -2.4411 1.8879 1.8315
C -1.7544 1.5042 3.1387
C -1.5314 -0.0032 3.4304
C -1.9715 -1.0297 2.3756
C -0.8221 -1.9315 1.9150
C -1.2524 -2.9562 0.8631
C -0.3268 -3.2033 -0.3602
C 0.9837 -2.4066 -0.4713
Si 2.4400 -3.0689 0.5420
C 1.9050 -4.5689 1.5480
C 3.8530 -3.6133 -0.5610
C 3.0496 -1.8010 1.7975
C 4.0225 -2.1868 2.7303
C 4.4854 -1.3066 3.7012
C 3.9896 -0.0082 3.7604
C 3.0440 0.4059 2.8312
C 2.5886 -0.4842 1.8637
H 0.6307 3.5655 3.3938
H 1.1736 3.4210 1.7160
H 1.3372 4.9574 2.5969
H 0.0474 6.2715 0.9096
H -1.0405 4.1317 -1.7007
H -0.0818 5.1366 -0.6799
H 2.8751 1.8393 -1.9741
H 5.2708 2.3456 -1.6769
H 5.9526 4.4327 -0.5075
H 4.2248 5.9760 0.3521
H 1.8645 5.4763 0.0248
H -1.6826 2.0501 -1.5655
H -3.7862 0.7448 -1.6561
H -3.5232 0.1443 -0.0591
H -1.1420 -0.6273 -0.9849
H -2.5908 -1.5182 -1.3918
H -2.9876 2.8121 2.0181
H -3.1999 1.1618 1.5543
H -0.7950 2.0104 3.2131
H -2.3583 1.9282 3.9420
H -2.0238 -0.2393 4.3733
H -0.4670 -0.1583 3.6190
H -2.7531 -1.6701 2.7925
H -2.4073 -0.5784 1.4839
H -0.0249 -1.2830 1.5666
H -0.4308 -2.4430 2.7983
H -2.2431 -2.6805 0.4928
H -1.4017 -3.9102 1.3716
H -0.8987 -3.0159 -1.2721
H -0.1022 -4.2694 -0.3938
H 1.3020 -2.4648 -1.5170
H 0.8480 -1.3418 -0.2797
H 1.2417 -4.2158 2.3403
H 2.7894 -4.9843 2.0319
H 1.4099 -5.3284 0.9494
H 3.4606 -4.2206 -1.3797
H 4.4252 -2.7939 -0.9926
H 4.5255 -4.2540 0.0112
H 4.4290 -3.1917 2.7099
H 5.2330 -1.6307 4.4129
H 4.3357 0.6798 4.5195
H 2.6464 1.4127 2.8442
H 1.8664 -0.1353 1.1403
Cl 2.8093 3.0030 -7.5035
C 1.9597 1.5037 -7.0422
C 2.0598 1.2236 -5.5665
Cl 3.7221 0.8053 -5.0699
H 2.3815 0.6919 -7.6287
H 0.9138 1.6329 -7.3144
H 1.4290 0.3748 -5.3121
H 1.7469 2.0818 -4.9771
Cl -8.5635 2.1057 2.0398
C -7.8977 2.5556 0.4464
C -7.4969 1.3506 -0.3621
Cl -6.0876 0.5199 0.3442
H -7.0487 3.2132 0.6123
H -8.6751 3.1045 -0.0815
H -7.2035 1.6697 -1.3607
H -8.3044 0.6274 -0.4381
Cl 0.7783 -7.1633 -0.9546
C 0.2519 -8.8350 -0.6278
C 0.1235 -9.1024 0.8495
Cl 1.7041 -9.0884 1.6720
H 0.9722 -9.5038 -1.0911
H -0.7155 -8.9661 -1.1092
H -0.3108 -10.0885 1.0039
H -0.5055 -8.3582 1.3309


Entry 2:
105
Properties=species:S:1:pos:R:3 method="wB97M-V/def2-TZVPD" largest_force_ha_per_bohr=0.0307 homo_lumo_gap_ha=0.13711 spin_multiplicity=1 e_homo_ev=-17.5 e_tot_ev=-163547.954 total_charge=+4 lumo_ev=-13.77
V -0.5816 0.5384 0.8677
C 0.9596 3.1128 2.2318
O -0.2074 2.4021 1.7085
Si -1.4078 3.1048 0.7144
C -2.3499 4.3948 1.6309
C -0.5572 3.6791 -0.8271
C -2.3027 1.2944 0.6543
Si -3.5487 1.2318 2.0997
C -5.0843 2.2181 1.8057
C -4.2491 -0.6434 2.1144
C -2.7883 1.4148 3.7787
Si -3.0132 1.2301 -1.1879
C -3.5850 2.9612 -1.6255
C -4.5288 0.1323 -1.4303
C -1.6914 0.5764 -2.3413
H 1.6911 3.2436 1.4351
H 1.3625 2.5087 3.0387
H 0.6290 4.0753 2.6158
H -1.7184 5.2906 1.6327
H -2.5723 4.1451 2.6667
H -3.2738 4.6776 1.1255
H 0.4751 3.9421 -0.5705
H -1.0253 4.5811 -1.2245
H -0.5106 2.9511 -1.6365
H -5.4325 2.1899 0.7718
H -4.9231 3.2631 2.0749
H -5.8982 1.8610 2.4427
H -4.8919 -0.7027 1.2165
H -4.9282 -0.9428 2.9258
H -3.3760 -1.2703 2.3901
H -2.7997 2.4571 4.1011
H -1.7584 1.0583 3.8398
H -3.3772 0.8661 4.5188
H -4.6764 2.9790 -1.6655
H -3.2224 3.2101 -2.6258
H -3.2940 3.7833 -0.9744
H -5.2847 0.1410 -0.6408
H -4.3064 -0.8884 -1.7521
H -5.0385 0.5801 -2.2910
H -0.6467 0.8186 -2.1288
H -1.8958 1.0131 -3.3250
H -1.7588 -0.5037 -2.4677
C -5.1514 -3.4137 0.2091
Te -3.3879 -2.2978 0.5174
C -2.5324 -3.7193 1.8277
H -4.8195 -4.4138 -0.0792
H -5.7351 -2.9402 -0.5775
H -5.6984 -3.4589 1.1512
H -3.2992 -4.0651 2.5205
H -1.6753 -3.2865 2.3426
H -2.2079 -4.5391 1.1800
Ge 0.0216 -1.6964 0.0983
C -0.4312 -2.4935 -1.6020
C -1.5357 -3.2656 -1.9606
C -1.5914 -3.9546 -3.1588
C -0.5151 -3.8739 -4.0387
C 0.5876 -3.1025 -3.7172
C 0.6398 -2.4262 -2.5034
C 1.1061 -2.8638 1.1354
C 1.6838 -3.9586 0.4668
C 2.4015 -4.9042 1.1790
C 2.5184 -4.7922 2.5588
C 1.9177 -3.7355 3.2367
C 1.2196 -2.7713 2.5330
H -1.2859 -0.6431 1.7810
H -2.4611 -3.3282 -1.3620
H -2.4594 -4.5468 -3.4149
H -0.5484 -4.4123 -4.9767
H 1.4174 -3.0255 -4.4072
H 1.5253 -1.8388 -2.2776
H 1.5801 -4.0732 -0.6059
H 2.8615 -5.7359 0.6626
H 3.0732 -5.5390 3.1118
H 2.0042 -3.6666 4.3127
H 0.7773 -1.9428 3.0706
O 1.0856 0.1200 2.0429
C 1.8406 0.2860 1.0241
N 3.1177 0.5053 0.9030
C 3.4982 0.7804 -0.5196
C 2.1558 0.4799 -1.2284
O 1.8997 0.4118 -2.3842
N 1.1713 0.2661 -0.1910
C 4.5833 -0.1772 -0.9725
C 4.3290 -1.5485 -0.9044
C 5.2944 -2.4577 -1.2917
C 6.5276 -2.0009 -1.7499
C 6.7852 -0.6426 -1.8095
C 5.8147 0.2757 -1.4215
C 3.7931 2.2673 -0.7187
C 3.7779 2.7934 -2.0102
C 4.0929 4.1281 -2.2146
C 4.4291 4.9439 -1.1425
C 4.4566 4.4196 0.1424
C 4.1376 3.0846 0.3547
H 3.7700 0.5047 1.6761
H 3.3804 -1.9131 -0.5169
H 5.0989 -3.5203 -1.2343
H 7.2871 -2.7080 -2.0544
H 7.7454 -0.2875 -2.1575
H 6.0300 1.3340 -1.4748
H 3.5459 2.1618 -2.8578
H 4.0929 4.5274 -3.2200
H 4.6895 5.9801 -1.3104
H 4.7497 5.0410 0.9780
H 4.2073 2.6945 1.3628


Entry 3:
117
Properties=species:S:1:pos:R:3 method="wB97M-V/def2-TZVPD" largest_force_ha_per_bohr=0.2319 homo_lumo_gap_ha=0.18108 spin_multiplicity=1 e_above_lowest_kj_mol=36.5 e_homo_ev=-6.1 e_tot_ev=-84696.921 total_charge=-1 lumo_ev=-1.14
C 20.4600 20.1330 24.2830
C 21.9470 20.4870 24.1520
O 22.2640 21.2510 23.1800
N 23.0140 20.1430 25.2490
H 23.5490 20.9550 25.6630
H 22.5690 19.7190 25.8820
C 24.1490 19.3910 24.5440
H 19.8530 20.8500 24.5250
H 20.2580 19.3770 25.1010
H 19.9940 19.7070 23.2980
H 23.9280 18.3630 24.3350
H 24.9020 19.3190 25.1360
H 24.3560 19.7690 23.4290
N 22.8160 22.6970 27.4560
O 21.5540 22.6330 27.3630
O 23.2370 22.8040 28.6180
O 23.6260 22.4090 26.5380
N 22.2380 18.7220 27.8540
O 22.3080 18.6100 29.0850
O 22.8540 17.8360 27.1490
O 21.4630 19.5030 27.3470
C 20.6920 19.7090 20.3850
C 20.6860 21.2230 20.2830
C 20.0870 21.7400 19.0240
O 20.1170 21.7490 21.4680
H 19.6270 19.2790 20.5580
H 21.3570 19.3350 21.1740
H 21.4310 19.3250 19.5320
H 21.7160 21.6890 20.4670
H 18.9290 21.6330 19.1150
H 20.4310 21.2380 18.0070
H 20.4390 22.9120 18.9600
H 20.8010 21.4770 22.2330
C 25.3060 23.7890 20.9740
C 25.1380 23.6020 22.4530
C 25.7660 22.3130 23.0640
O 25.7940 24.6510 23.0330
H 25.4450 22.9440 20.3480
H 26.1950 24.2000 20.5190
H 24.5310 24.5200 20.7160
H 23.9580 23.4900 22.5740
H 26.8300 22.2890 22.7130
H 25.4570 21.3170 22.7420
H 25.7880 22.2540 24.2470
H 25.2470 24.9570 23.8210
C 22.9440 26.7970 24.5590
C 22.7790 25.4200 25.2630
C 21.7770 24.4930 24.3370
O 24.0790 24.8890 25.4700
H 23.0240 27.5730 25.2810
H 21.9310 27.2690 24.2450
H 23.6720 26.8020 23.9140
H 22.4480 25.6200 26.2330
H 22.3260 24.1760 23.4220
H 20.9400 25.0930 24.2330
H 21.4900 23.5180 24.8220
H 23.9840 24.0580 25.9530
C 24.8060 20.2390 19.8980
C 24.5980 18.7350 20.0250
C 25.9810 17.9680 19.6780
O 24.3530 18.4060 21.3700
H 23.9160 20.7480 20.0730
H 25.3110 20.4090 18.8430
H 25.6270 20.4320 20.5870
H 23.8540 18.3630 19.2790
H 26.7380 18.4140 20.3200
H 26.2020 18.0780 18.6900
H 25.9970 16.9050 19.7320
H 24.0420 17.4340 21.4930
C 29.5000 19.3200 25.1600
C 30.9810 18.8690 24.8210
C 31.5620 19.3420 23.5190
O 32.7080 19.2070 23.1060
C 30.6860 20.1000 22.7030
C 29.3290 20.4060 23.0280
C 28.6640 19.9870 24.2340
O 27.5260 20.1230 24.5280
H 29.0750 19.0270 26.0340
H 31.5430 18.4300 25.5180
H 30.9990 20.8000 21.7440
H 28.7270 20.9400 22.2550
C 26.1310 14.6990 21.7120
C 25.8190 15.7140 22.8900
C 27.0070 16.5000 23.3950
O 26.9290 17.2920 24.3420
C 28.3100 16.3700 22.8480
C 28.6170 15.3370 21.7840
C 27.5430 14.4550 21.2750
O 27.6880 13.6140 20.3770
H 25.2340 14.4110 21.1360
H 24.8400 15.9700 23.3130
H 29.1230 17.0060 23.2420
H 29.5030 15.1340 21.3180
C 22.0820 13.8720 22.4800
C 21.1520 15.1560 22.2940
C 21.0700 16.0220 23.5690
O 20.4440 17.0320 23.5040
C 21.8940 15.6490 24.7120
C 22.8180 14.5100 24.7790
C 22.7860 13.5420 23.6250
O 23.4090 12.5670 23.7660
H 21.9300 13.2180 21.5780
H 20.5450 15.3870 21.2600
H 22.0020 16.4390 25.5490
H 23.4690 14.1940 25.7160
C 16.2520 17.4510 26.7790
C 15.7310 16.9620 28.1610
C 16.8300 16.7990 29.2030
O 16.5140 16.4940 30.4330
C 18.2410 16.9830 28.8610
C 18.6380 17.5510 27.5850
C 17.6590 17.7970 26.4300
O 17.9670 18.2430 25.3260
H 15.6090 17.5480 25.8770
H 14.6460 16.7830 28.2530
H 18.8180 16.4390 29.5580
H 19.5480 17.9520 27.5360


Entry 4:
128
Properties=species:S:1:pos:R:3 method="wB97M-V/def2-TZVPD" largest_force_ha_per_bohr=0.1717 s2=0.758 homo_lumo_gap_ha="0.32318 / 0.07533" spin_multiplicity=2 e_above_lowest_kj_mol=228.5 e_homo_ev="-11.9 / -11.9" e_tot_ev=-108901.200 total_charge=+1 lumo_ev="-3.10 / -9.84"
C -4.8632 -4.4495 -0.2462
C -5.7390 -5.1878 0.7654
O -6.9233 -4.4756 0.8908
C -7.0467 -3.8801 -0.2978
O -8.0912 -3.2875 -0.6004
O -5.8559 -3.8108 -0.9409
H -4.3021 -5.3162 -0.5957
H -4.2048 -3.6723 0.1417
H -5.3575 -5.3554 1.7727
H -5.8006 -6.2025 0.3721
C 1.9524 -2.8114 -3.8714
C 2.6285 -2.0473 -4.9907
O 1.9400 -2.3095 -6.1225
C 0.8628 -3.0579 -5.8838
O -0.0809 -3.4784 -6.5927
O 0.8663 -3.4198 -4.5329
H 1.5221 -1.9982 -3.2870
H 2.4644 -3.5810 -3.2937
H 3.7028 -2.1420 -5.1483
H 2.4555 -1.0048 -4.7235
C -6.0166 3.0721 4.7350
C -4.6009 3.3182 4.7375
O -4.0014 2.3475 3.9206
C -4.7130 1.3699 3.8308
O -4.4360 0.2974 3.2815
O -5.9799 1.7277 4.2024
H -6.6090 3.7715 4.1450
H -6.3814 3.1785 5.7566
H -4.2290 3.2911 5.7617
H -4.2101 4.3341 4.6805
C -2.5379 -6.6944 4.7601
C -1.7910 -6.8154 3.6249
O -1.7803 -5.5292 3.1415
C -2.8333 -4.8215 3.7057
O -3.1203 -3.6762 3.3238
O -3.4940 -5.5992 4.6060
H -1.9648 -6.4265 5.6477
H -3.0484 -7.6026 5.0805
H -2.0861 -7.6842 3.0364
H -0.7668 -6.8281 3.9976
C 6.4880 -1.3396 -2.4018
C 5.8470 -2.5936 -2.6905
O 4.5856 -2.4968 -2.1150
C 4.4728 -1.3609 -1.3167
O 3.5255 -0.9246 -0.6345
O 5.5439 -0.6023 -1.6706
H 6.7344 -0.7955 -3.3135
H 7.4487 -1.4106 -1.8918
H 6.3797 -3.4115 -2.2053
H 5.6825 -2.8208 -3.7438
C 1.1669 4.5347 3.4589
C 0.5799 3.4777 4.3950
C 0.5592 2.0825 3.8552
O 0.5885 1.2886 5.0698
C 1.2389 1.9905 5.9262
O 1.7305 1.5537 6.9217
O 1.3477 3.2482 5.5769
H 2.2558 4.5806 3.4446
H 0.9767 5.5597 3.7771
H 0.8097 4.3109 2.4536
H -0.4461 3.6835 4.6999
H 1.3591 1.7861 3.1767
H -0.3060 1.8748 3.2256
C 6.2977 0.2737 4.5925
C 5.4941 -0.6858 3.6528
C 5.0507 -1.9199 4.4850
O 3.6851 -2.1293 4.2423
C 3.2370 -1.0908 3.6122
O 2.1180 -0.9252 3.2138
O 4.1845 -0.1733 3.3634
H 6.2422 1.2765 4.1688
H 7.2597 -0.1914 4.8076
H 5.8356 0.3418 5.5773
H 5.9998 -1.0102 2.7433
H 5.1705 -1.8695 5.5672
H 5.5598 -2.7533 4.0010
C 3.7842 2.5337 0.2995
C 3.5859 2.3883 -1.2552
C 2.7886 3.5900 -1.6872
O 3.4910 4.1573 -2.7523
C 4.6727 3.5513 -2.8589
O 5.4688 3.7485 -3.7965
O 4.7975 2.7439 -1.9186
H 3.9400 3.5793 0.5648
H 4.6839 1.9635 0.5310
H 2.9558 2.1488 0.8942
H 3.1356 1.4272 -1.5033
H 2.6511 4.3516 -0.9195
H 1.7560 3.3668 -1.9557
C -1.8503 -1.1999 1.2792
C -0.5339 -0.4272 0.9623
C 0.4941 -1.3978 0.3081
O 0.5856 -0.7261 -0.9717
C -0.1392 0.3650 -1.0540
O -0.0232 1.1260 -2.1065
O -0.8508 0.5962 0.0758
H -1.4337 -1.9739 1.9236
H -2.3722 -1.7689 0.5098
H -2.5520 -0.5329 1.7801
H -0.2464 0.0622 1.8928
H 0.0132 -2.3760 0.3065
H 1.4866 -1.4584 0.7547
C -4.8523 3.1870 -1.2721
C -3.6492 3.9093 -1.7734
C -2.8423 3.1279 -2.8185
O -2.9207 3.8220 -4.0779
C -3.6431 4.9062 -3.8854
O -4.0702 5.6739 -4.8002
O -4.0104 4.9324 -2.5191
H -5.4595 3.9544 -0.7920
H -4.6163 2.3165 -0.6601
H -5.5025 2.8424 -2.0761
H -2.9393 4.2762 -1.0320
H -3.1404 2.0842 -2.9185
H -1.7862 3.0517 -2.5595
C -1.0073 2.8549 -6.9224
C -0.6518 1.3955 -7.0233
C -0.0201 0.7795 -5.8042
O -0.9260 -0.2280 -5.5253
C -1.8741 -0.4572 -6.5206
O -2.9187 -1.0670 -6.3057
O -1.7092 0.5512 -7.4468
H -1.8443 3.0594 -6.2548
H -1.2340 3.3465 -7.8685
H -0.1802 3.5300 -6.7023
H 0.2581 1.4507 -7.6208
H 0.0058 1.4969 -4.9840
H 1.0120 0.4634 -5.9555